# C4H7NS

A molecular structure, C4H7NS at a distorted geometry (ωB97M-V/def2-TZVPD, OMol25).

electronic energy = -609.3506 hartree
gap between HOMO and LUMO = 8.7 eV
ΔE to the lowest compared entry with this formula, charge and spin = 545.8 kJ/mol
LUMO level = 0.452 eV

```
13
Properties=species:S:1:pos:R:3:forces:R:3:lowdin_charge:R:1
C 1.612 1.043 1.763 5.11 -0.93 3.88 -0.092
C 0.499 1.034 0.859 -3.20 3.69 2.36 -0.556
C -0.150 -0.204 1.096 -6.43 -5.15 1.46 -0.199
C -0.495 -0.217 -0.467 0.99 -3.45 1.98 -0.866
H 1.047 0.273 2.833 2.34 3.16 -2.79 0.191
H 2.411 2.142 2.203 -3.03 -3.47 -1.60 0.175
H 2.361 0.257 1.299 -0.95 1.56 1.24 0.099
H -0.355 1.639 1.140 0.67 1.77 0.79 0.142
H -1.178 -0.180 1.781 2.53 0.22 -1.67 0.181
H 0.400 -1.002 1.591 0.21 -0.34 -0.92 0.095
H 0.310 1.494 -1.355 0.26 -1.39 2.08 0.204
N 0.253 0.836 -0.494 2.34 4.16 -6.62 0.022
S -0.973 -1.276 -1.596 -0.84 0.17 -0.21 0.602
```
Positions in Å, forces in eV/Å.